A cluster of 2 separate species, C11H25N4O4PSi in total. Source: OMol25; level of theory: ωB97M-V/def2-TZVPD.

SMILES	C[Si](C)(C)c1nncnn1.CCOP(=O)(OCC)OCC
multiplicity	1
gap between HOMO and LUMO	8.8	eV
F_max	4.9	eV Å⁻¹
E_HOMO	-9.445	eV
molecular weight	336.40	g mol⁻¹

XYZ file:
```
46
Properties=species:S:1:pos:R:3:forces:R:3
C -1.5086 0.3103 2.2907 -0.132 -0.014 -0.027
Si -1.4583 -0.3134 4.0583 -0.680 -0.548 -0.175
C -3.2361 -0.4586 4.6860 0.456 0.407 -0.051
C -0.6810 -2.0072 4.1787 0.456 0.156 0.022
C -0.6014 0.9225 5.2353 -0.081 -0.568 -0.655
N 0.3597 0.4584 6.0411 0.112 0.421 0.262
N 0.9070 1.3160 6.8783 -0.167 -0.254 -0.185
C 0.4452 2.5572 6.8338 0.218 0.320 0.333
N -0.4794 3.0450 6.0159 -0.207 -0.212 -0.207
N -1.0260 2.1907 5.1803 0.249 0.206 0.315
H -2.5518 0.5007 2.0307 0.017 0.163 0.025
H -0.9494 1.2296 2.1217 0.046 -0.012 -0.021
H -1.1741 -0.4493 1.5819 0.211 0.015 0.068
H -3.6266 -1.4697 4.5866 -0.013 -0.020 -0.009
H -3.8469 0.2262 4.0965 -0.177 -0.025 0.133
H -3.2816 -0.1499 5.7309 -0.183 -0.096 0.039
H 0.2126 -2.1148 3.5604 0.039 0.108 0.025
H -0.3803 -2.2072 5.2082 -0.085 -0.124 0.014
H -1.3835 -2.7721 3.8457 -0.105 0.042 0.077
H 0.8735 3.2537 7.5420 0.043 0.034 -0.010
C -0.1737 2.0380 -5.6084 0.032 -0.200 0.014
C 0.5543 2.3673 -4.3184 0.010 0.287 -0.241
O 0.3023 1.4036 -3.2940 0.060 -0.270 -0.456
P 0.9430 -0.0627 -3.4194 -1.256 1.261 4.573
O 2.4015 0.0343 -3.5740 -0.153 -0.879 -2.224
O 0.6872 -0.5842 -1.9150 -0.093 -0.176 -0.263
C 1.7593 -1.0214 -1.0806 0.167 0.055 0.268
C 2.2303 0.0946 -0.1737 -0.088 0.178 0.069
O -0.3200 -0.8664 -4.0061 1.448 -0.143 -1.666
C -0.1674 -1.7370 -5.1477 0.014 -0.252 -0.226
C 0.9199 -2.7735 -4.9445 0.180 0.082 0.122
H 0.2699 1.1639 -6.0936 0.004 0.040 -0.022
H -0.1130 2.8717 -6.3081 0.023 0.013 0.016
H -1.2219 1.8129 -5.4121 -0.015 0.069 0.014
H 1.6297 2.4532 -4.4923 0.006 -0.070 0.058
H 0.2072 3.3231 -3.9285 -0.041 -0.070 0.123
H 2.5814 -1.4181 -1.6757 -0.012 0.117 -0.113
H 1.3677 -1.8460 -0.4816 -0.106 0.020 -0.050
H 2.5301 0.9727 -0.7460 0.083 -0.088 -0.101
H 3.0767 -0.2310 0.4330 -0.010 -0.025 -0.002
H 1.4235 0.4063 0.4919 0.004 -0.043 0.026
H 0.0308 -1.1395 -6.0412 -0.015 0.028 0.031
H -1.1305 -2.2233 -5.2897 -0.075 0.116 0.141
H 1.9073 -2.3068 -4.9031 -0.047 -0.003 -0.018
H 0.9235 -3.4893 -5.7663 -0.058 0.002 -0.011
H 0.7677 -3.3105 -4.0078 -0.078 -0.051 -0.034
```
Positions in Å, forces in eV/Å.